ORCA calculation (ωB97M-V/def2-TZVPD) on a molecular structure, C13H46N3O9 in a non-equilibrium geometry.

Last column: Mulliken charge in e.
Cartesian coordinates (Å):
O  12.198  -5.172  35.896  -0.883
O  14.526  -5.821  34.607  -0.882
O  10.660  -2.648  30.197  -0.415
O  12.310  -8.392  34.167  -0.454
O  15.321  -4.144  29.861  -0.526
O  13.440  -2.393  34.347  -0.683
O  11.657  -2.431  33.680  -0.830
O  12.875  -4.327  34.251  -0.876
O  10.913  -6.092  31.155  -0.810
N  17.723  -2.514  30.265  -0.817
N  9.504  -2.306  33.652  -0.429
N  9.802  -8.296  31.355  -0.882
C  14.136  -4.123  30.628  -0.688
C  8.215  -2.325  31.714  -1.567
C  16.488  -0.517  29.441  -1.554
C  15.685  -2.906  29.161  -0.901
C  16.415  -1.925  30.087  0.754
C  12.581  -7.495  35.244  -0.874
C  11.927  -2.355  29.548  -0.901
C  10.841  -8.894  32.157  0.432
C  12.056  -9.134  31.287  -1.453
C  10.709  -2.271  31.544  -1.478
C  12.817  -4.648  32.883  -0.999
C  9.499  -2.823  32.343  0.487
C  11.304  -7.877  33.331  0.950
H  12.305  -1.344  29.700  0.451
H  11.571  -6.124  30.461  0.397
H  12.673  -3.040  29.952  -0.090
H  10.565  -1.191  31.515  0.358
H  14.288  -2.387  34.791  0.329
H  11.606  -6.907  32.938  0.916
H  13.143  -3.301  34.411  0.296
H  10.727  -2.341  33.474  1.085
H  9.633  -3.902  32.419  -0.129
H  16.264  -3.221  28.292  0.519
H  14.188  -3.597  31.581  0.528
H  17.076  0.221  29.987  0.373
H  11.830  -9.904  30.550  0.406
H  8.135  -1.239  31.665  0.333
H  11.267  -5.084  35.688  0.256
H  17.552  -3.358  30.793  0.361
H  11.418  -5.969  31.959  -1.310
H  15.479  -0.106  29.431  0.349
H  13.933  -5.111  31.044  0.342
H  13.417  -7.752  35.895  0.274
H  12.650  -4.843  35.119  0.645
H  14.921  -2.435  28.542  0.266
H  9.220  -7.799  32.015  0.300
H  11.686  -7.400  35.860  0.371
H  10.447  -7.681  33.976  0.498
H  18.047  -2.929  29.403  0.308
H  11.657  -2.512  32.024  1.393
H  11.824  -2.637  28.500  0.381
H  12.516  -5.668  32.647  1.033
H  12.018  -4.057  32.436  -2.076
H  13.222  -3.841  30.106  0.616
H  11.866  -3.338  33.458  1.234
H  13.780  -4.675  32.373  1.054
H  10.351  -9.800  32.514  0.408
H  8.106  -2.590  30.662  0.339
H  9.395  -1.308  33.764  0.267
H  12.841  -6.500  34.883  0.034
H  10.204  -7.589  30.757  0.421
H  16.879  -0.538  28.423  0.307
H  12.911  -9.517  31.844  0.367
H  8.638  -2.656  34.037  0.320
H  15.976  -1.833  31.080  0.259
H  12.554  -8.288  30.812  0.220
H  14.290  -5.826  35.535  0.466
H  7.293  -2.751  32.109  0.459
H  13.884  -5.239  34.199  -0.654

Force components x, y, z for each atom (eV/Å):
-3.762 -2.099 9.220
3.997 -1.862 0.151
0.516 -0.226 -1.737
0.626 -0.925 -0.380
0.028 1.098 -1.159
7.106 8.279 1.694
-0.967 1.206 -0.161
-0.577 -3.690 -11.213
-0.174 1.662 -1.287
1.056 -0.266 0.962
-6.231 0.424 2.529
-0.962 -0.756 -0.338
1.152 -0.884 0.038
-0.889 -0.928 -2.174
-0.433 -0.283 0.366
-1.326 -0.525 0.277
0.521 0.299 -1.561
-0.825 0.048 -0.543
-1.445 -0.730 0.415
1.330 2.014 0.665
0.853 -1.497 0.139
-0.596 0.426 -1.238
-0.036 -1.293 0.767
-0.533 0.843 -2.969
-0.535 -1.636 0.368
-0.358 0.328 -0.094
0.264 0.289 -0.301
-2.024 2.901 -0.619
0.341 0.605 0.626
0.884 -0.028 0.330
0.029 -1.128 0.512
0.583 1.197 0.918
2.476 -0.369 1.844
-0.479 -0.187 -0.194
1.047 -0.229 0.502
0.707 1.480 -1.051
0.238 -0.403 0.270
-0.004 0.168 -0.348
0.247 0.107 0.602
-0.090 0.140 0.195
0.162 -0.151 0.602
-0.323 0.319 -0.399
-0.129 0.004 -0.279
0.779 -0.618 -1.431
0.014 -0.860 -0.353
-0.654 -0.874 1.109
-1.339 0.068 0.804
-0.497 0.247 -0.236
-0.139 -0.161 0.086
-0.642 0.151 0.029
0.132 0.413 -0.485
-0.319 0.631 -1.082
-0.172 0.414 -0.118
0.493 -0.216 1.226
0.844 -0.514 -1.392
2.171 -2.274 0.376
-0.806 1.443 1.326
-0.976 0.517 2.007
0.906 -0.230 0.662
0.404 -0.258 -0.307
0.175 0.401 -0.619
-0.908 -1.973 -0.160
-0.433 -0.382 0.369
-0.038 -0.169 -0.110
-0.230 -0.319 0.495
-0.057 -0.228 0.745
-0.377 -0.150 -0.156
-0.806 0.495 -0.185
0.200 0.204 0.115
0.096 0.097 0.704
0.717 0.401 0.630

E_HOMO: -0.16855 hartree
Charge: -1
Calculated total energy: -1363.66659 Eh

ORCA calculation (ωB97M-V/def2-TZVPD) on a single C5H14N2 molecule in a non-equilibrium geometry.

Last column: Mulliken charge in e.
Cartesian coordinates (Å):
N  0.838  0.489  0.682  0.161
N  -1.912  -0.276  -0.260  -0.454
C  1.740  0.894  -0.467  -1.136
C  -0.697  -1.151  -0.396  -0.522
C  0.253  -0.866  0.788  -0.973
C  -2.571  -0.159  -1.612  -0.747
C  1.531  1.017  1.787  -1.275
H  -0.950  -2.333  -0.463  0.319
H  -2.787  -1.249  -1.845  0.277
H  -1.424  0.487  0.251  0.349
H  1.094  -1.617  0.808  0.404
H  1.607  0.245  2.514  0.432
H  2.467  0.135  -0.347  0.496
H  -1.889  0.203  -2.452  0.235
H  -3.553  0.302  -1.660  0.321
H  2.081  1.939  -0.345  0.378
H  2.489  1.308  1.611  0.500
H  0.830  1.815  2.393  0.194
H  1.196  0.781  -1.447  0.189
H  -0.262  -0.902  1.692  0.515
H  -0.080  -1.064  -1.234  0.336

Force components x, y, z for each atom (eV/Å):
-0.571 1.752 -2.148
1.769 -0.922 -0.734
-3.020 -1.039 -0.502
-1.436 -2.626 2.164
2.210 0.158 -2.198
1.347 -1.533 0.027
-4.982 0.277 3.945
0.180 2.579 0.587
0.250 1.167 0.014
-1.383 0.552 -1.300
-0.707 0.189 -0.018
0.306 -0.861 1.087
1.864 -0.326 -0.813
-0.805 -0.125 1.063
0.186 0.536 0.462
-0.190 -0.827 -0.033
2.526 1.368 -0.569
2.052 -1.216 -1.496
0.705 0.147 0.852
-0.865 -0.114 1.640
0.564 0.863 -2.032

Energy above the lowest of the compared OMol25 structures with the same formula, charge and spin: 73.3 kcal per mole
E_HOMO: -0.29693 hartree
Calculated total energy: -308.30629 Eh

ORCA calculation (ωB97M-V/def2-TZVPD) on a molecular structure, C60H54FGeP3PdS3.

Last column: Mulliken charge in e.
Cartesian coordinates (Å):
Pd  -1.172  -0.107  0.313  -1.407
Ge  -3.694  0.081  1.590  2.258
S  0.631  -0.053  -1.781  0.337
S  3.700  0.899  -0.941  0.073
S  2.183  2.177  -3.782  0.110
P  -1.313  2.242  0.106  2.227
P  -0.336  -0.260  2.428  2.584
P  -1.739  -2.403  -0.034  2.619
F  -5.410  -0.106  1.955  -0.485
C  -1.620  -0.917  3.509  -0.480
C  3.220  -3.149  1.983  -1.251
C  2.392  4.924  0.389  -0.953
C  1.256  5.373  -0.276  -1.054
C  -0.217  3.234  4.504  -0.576
C  2.422  3.649  0.930  -0.919
C  -4.504  3.924  2.966  -0.908
C  3.306  -1.836  1.538  -0.509
C  -1.229  -1.441  4.741  -0.107
C  1.980  -1.232  -1.527  0.206
C  -2.180  -1.961  5.605  -0.968
C  -1.131  2.750  -2.612  -0.738
C  -3.802  -0.583  -0.270  -0.966
C  -3.553  -2.035  -2.199  -0.509
C  -2.527  -3.739  0.923  0.844
C  -3.828  -5.899  2.111  -0.933
C  -3.523  4.753  2.444  -0.859
C  1.008  -4.947  -2.709  -0.924
C  2.048  -3.604  2.570  -0.899
C  -3.557  2.030  1.785  -0.314
C  -3.103  -5.010  2.885  -0.842
C  -2.457  -3.930  2.296  0.344
C  -2.983  3.295  -4.044  -0.979
C  -2.970  -0.847  3.156  -0.268
C  -5.264  -0.353  -2.194  -0.795
C  0.286  1.147  3.398  1.038
C  3.971  1.915  -3.621  -0.984
C  1.051  -1.425  2.300  1.587
C  -3.903  -5.716  0.735  -0.734
C  -1.620  3.094  -3.861  -0.766
C  -2.573  2.881  1.256  0.194
C  -4.521  2.576  2.634  -0.558
C  0.145  4.555  -0.377  -0.433
C  -3.255  -4.647  0.144  -1.058
C  0.441  -0.063  -3.580  -1.264
C  1.585  1.204  3.905  -0.310
C  3.400  -0.696  -1.745  -1.611
C  -3.522  -1.925  5.251  -0.862
C  0.308  -3.895  -3.286  -1.171
C  -3.914  -1.356  4.047  -0.501
C  -2.563  4.232  1.589  -0.230
C  1.312  2.824  0.821  0.070
C  2.223  -0.984  1.685  -0.964
C  1.089  3.307  4.970  -0.827
C  -2.003  2.601  -1.533  1.191
C  4.563  1.846  -2.212  -0.667
C  0.035  -4.413  -0.577  -0.913
C  -0.674  -3.357  -1.151  0.945
C  0.967  -2.747  2.730  -0.825
C  -0.509  -3.088  -2.509  -0.738
C  -3.367  2.820  -1.717  -0.728
C  0.162  3.276  0.190  0.634
C  0.882  -5.194  -1.349  -0.772
C  -4.612  -1.406  -2.826  -1.161
C  -0.618  2.156  3.733  -0.426
C  -3.853  3.162  -2.970  -0.724
C  -3.117  -1.621  -0.935  1.091
C  -4.868  0.040  -0.931  -0.877
C  1.979  2.283  4.685  -0.724
C  1.600  0.560  -4.369  -1.224
H  4.066  -3.816  1.874  0.456
H  4.445  2.756  -4.129  0.492
H  1.976  -4.626  2.919  0.534
H  -1.003  -2.243  -2.963  0.870
H  -0.931  4.008  4.751  0.510
H  -4.947  -1.752  -3.795  0.496
H  -0.728  4.905  -0.915  0.592
H  -0.066  2.637  -2.462  0.408
H  -4.466  -6.408  0.122  0.484
H  -4.334  -6.736  2.574  0.429
H  -1.797  4.886  1.196  0.435
H  -5.297  1.941  3.044  0.496
H  4.616  2.847  -1.780  0.439
H  -4.270  -2.324  5.923  0.486
H  -3.037  -5.147  3.957  0.533
H  3.617  -0.584  -2.805  0.653
H  2.307  0.031  1.319  0.100
H  1.270  0.665  -5.404  0.596
H  1.816  -2.094  -2.172  0.516
H  -1.909  -3.252  2.924  0.065
H  1.859  -1.585  -0.504  -0.826
H  -0.934  3.228  -4.689  0.555
H  0.070  -3.119  3.200  0.309
H  -0.491  0.465  -3.770  0.578
H  -4.911  3.348  -3.102  0.536
H  3.312  3.286  1.430  0.587
H  3.257  5.570  0.474  0.484
H  0.306  -1.092  -3.919  0.576
H  -4.049  2.759  -0.880  0.457
H  -3.502  5.805  2.700  0.459
H  4.233  1.034  -4.206  0.505
H  2.299  0.418  3.715  0.466
H  2.988  2.314  5.075  0.487
H  1.237  6.360  -0.718  0.478
H  1.405  4.148  5.574  0.441
H  5.591  1.488  -2.297  0.434
H  -1.876  -2.383  6.554  0.484
H  -1.649  2.095  3.416  0.394
H  4.095  -1.447  -1.365  0.654
H  -3.364  3.577  -5.017  0.446
H  1.351  1.824  1.220  -0.420
H  -0.087  -4.645  0.475  0.431
H  -3.312  -4.526  -0.932  0.300
H  1.424  -6.011  -0.891  0.514
H  1.647  -5.572  -3.319  0.428
H  4.212  -1.465  1.076  0.746
H  -4.965  -1.306  3.796  0.583
H  -6.104  0.135  -2.673  0.496
H  -5.430  0.816  -0.424  0.611
H  2.450  -0.119  -4.389  0.462
H  -0.183  -1.446  5.026  0.539
H  -3.091  -2.883  -2.681  0.614
H  -5.256  4.322  3.635  0.461
H  0.402  -3.699  -4.348  0.479

Force components x, y, z for each atom (eV/Å):
0.421 0.219 -0.435
-0.011 -0.057 0.046
0.044 0.122 0.065
-0.077 -0.100 0.052
-0.009 0.061 0.020
-0.212 -0.178 0.168
0.022 0.070 0.149
-0.108 0.149 0.085
-0.090 -0.003 0.000
-0.011 0.021 -0.005
0.016 0.022 -0.019
-0.007 0.000 0.008
-0.005 0.002 0.002
0.022 -0.001 -0.009
0.014 -0.018 0.022
0.047 0.028 -0.021
0.019 -0.030 0.109
-0.026 -0.006 0.033
0.011 -0.052 -0.044
0.008 0.009 -0.020
-0.034 -0.041 -0.001
0.042 0.091 0.024
0.051 0.021 -0.018
-0.138 0.021 0.006
-0.008 -0.007 -0.001
-0.026 -0.034 0.014
0.005 0.014 0.028
-0.005 0.009 0.003
0.097 0.035 -0.117
0.011 -0.012 0.015
0.008 -0.081 -0.059
-0.013 -0.005 0.017
0.030 -0.062 -0.053
0.023 -0.059 -0.013
0.035 0.003 0.068
-0.001 -0.012 -0.041
-0.071 -0.056 -0.057
0.013 0.006 -0.012
0.004 -0.014 -0.043
-0.008 -0.152 0.024
-0.037 0.022 0.020
0.012 0.016 -0.011
-0.015 -0.006 0.024
0.048 -0.016 -0.061
-0.006 0.008 -0.053
-0.004 0.019 -0.032
0.014 0.008 0.009
-0.008 -0.008 0.000
-0.041 -0.016 0.025
-0.028 0.001 0.000
0.045 0.083 -0.043
0.034 0.024 0.194
-0.001 -0.019 -0.006
0.027 0.025 0.005
0.084 0.032 -0.009
0.004 -0.042 0.041
0.036 -0.012 0.011
0.066 0.010 -0.010
-0.093 -0.050 0.042
-0.032 -0.005 0.008
-0.006 -0.028 0.002
0.017 0.004 -0.025
-0.024 0.039 0.045
-0.062 -0.048 0.006
0.006 0.009 -0.009
-0.018 -0.166 0.016
-0.026 0.023 -0.034
0.008 0.013 -0.008
-0.028 -0.071 0.039
-0.012 0.012 0.002
0.028 -0.024 -0.014
-0.003 0.015 -0.004
-0.150 -0.066 0.034
0.009 -0.005 0.000
0.010 0.003 0.011
0.000 0.006 0.027
0.059 -0.009 -0.011
0.008 0.009 0.008
0.009 0.014 -0.006
0.021 0.015 -0.002
0.025 0.002 -0.014
-0.049 -0.002 0.013
0.009 0.000 -0.014
-0.006 0.001 -0.017
-0.036 -0.011 0.022
0.014 0.034 -0.016
-0.028 0.016 -0.006
0.002 -0.018 -0.036
0.024 0.097 0.038
-0.032 0.040 -0.172
-0.001 0.002 0.027
-0.024 -0.017 0.046
-0.034 0.075 0.008
0.013 -0.009 -0.002
-0.020 0.010 -0.020
-0.010 -0.011 -0.004
0.055 0.083 -0.019
0.004 0.003 0.003
0.005 -0.015 -0.003
-0.030 -0.014 0.025
0.004 -0.048 -0.039
-0.011 0.004 -0.002
0.000 -0.013 0.008
-0.005 -0.014 -0.005
0.012 0.028 0.000
0.002 0.012 -0.009
0.013 -0.006 0.016
-0.008 0.011 -0.005
0.003 -0.003 0.015
-0.017 0.016 -0.020
0.008 0.014 -0.047
-0.012 -0.003 0.032
-0.007 0.012 -0.012
-0.018 0.006 0.010
0.014 -0.004 0.027
0.014 -0.010 0.010
0.014 -0.004 0.001
0.012 0.002 -0.016
-0.021 -0.001 0.014
-0.012 0.005 0.000
0.097 -0.005 -0.047
0.009 -0.003 -0.014
0.000 -0.001 0.007

E_HOMO: -0.46623 hartree
Charge: +2
Calculated total energy: -6841.72790 Eh

> The lowest E_HOMO belongs to which entry?

C60H54FGeP3PdS3